The following is a DFT calculation (ωB97M-V/def2-TZVPD) of a structure of composition C40H37N10O4S2Tl.

Properties
Molecular weight ... 990.3 g/mol
Largest force on an atom ... 0.436 eV Å⁻¹
E_HOMO ... -1.2961 eV
Net charge ... -2

Last column: Löwdin charge in e.
Geometry (Å):
Tl (0.93, 0.35, 0.21)  0.774
S (4.03, -1.12, -0.83)  0.596
S (0.25, -1.31, -3.70)  0.576
O (0.43, -2.53, -2.91)  -0.362
O (0.96, -1.26, -4.96)  -0.330
O (3.16, 4.39, -0.76)  -0.034
O (3.37, 1.11, 2.38)  -0.061
N (4.18, -3.36, 0.63)  0.097
N (0.55, -0.12, -2.70)  -0.131
N (2.88, 2.70, 0.78)  0.095
N (-1.84, 1.05, 0.21)  0.079
N (0.34, 2.50, 2.76)  0.138
N (-0.23, 1.47, -4.27)  0.123
N (2.44, -3.22, -0.95)  0.118
N (-5.55, -0.58, -4.73)  0.067
N (0.92, 0.15, 3.91)  0.153
N (0.55, 2.08, -2.10)  0.073
C (-2.37, -1.42, -3.04)  -0.037
C (-3.31, -2.31, 0.34)  -0.103
C (3.55, -2.64, -0.36)  -0.842
C (-2.20, 2.32, 0.07)  -0.143
C (5.09, 3.07, -0.07)  -0.112
C (0.34, 1.11, 4.68)  -0.251
C (-0.70, 3.24, 6.24)  -0.091
C (-4.13, 0.48, 0.47)  -0.037
C (2.07, -4.50, -0.74)  -0.279
C (-3.72, -1.20, -3.25)  -0.026
C (-0.76, -2.96, 1.12)  -0.178
C (2.75, -5.23, 0.19)  -0.013
C (-0.48, 4.71, 4.24)  -0.040
C (-1.91, -0.87, -5.34)  -0.073
C (3.72, 1.91, 1.51)  -0.584
C (-2.78, 0.11, 0.40)  -0.229
C (-2.99, -3.65, 0.55)  -0.131
C (-3.27, -0.66, -5.55)  -0.049
C (-0.09, 3.77, -3.64)  -0.082
C (3.60, 3.48, -0.06)  -0.537
C (-1.47, -1.25, -4.08)  -0.292
C (0.92, -5.04, -1.52)  -0.016
C (0.28, 1.16, -3.05)  -0.471
C (-4.18, -0.80, -4.51)  -0.332
C (0.08, 2.39, 4.08)  -0.153
C (-0.41, 2.76, -4.53)  -0.161
C (3.79, -4.58, 0.89)  -0.346
C (0.26, 3.68, 2.21)  -0.143
C (-0.14, 4.83, 2.92)  -0.054
C (-2.35, -1.31, 0.57)  -0.255
C (5.18, 2.13, 1.13)  -0.116
C (-1.70, -3.97, 0.98)  -0.145
C (-0.55, 1.99, 6.77)  -0.126
C (-1.02, -1.59, 0.95)  -0.160
C (-3.51, 2.76, 0.12)  -0.081
C (4.51, -5.30, 1.99)  -0.045
C (-0.02, 0.93, 6.01)  -0.055
C (-0.37, 3.45, 4.87)  -0.174
C (-4.50, 1.81, 0.33)  -0.094
C (0.39, 3.35, -2.41)  -0.155
H (-0.82, 5.57, 4.81)  0.103
H (-6.05, -0.34, -3.88)  0.072
H (-4.43, -1.32, -2.44)  0.098
H (5.29, 2.56, -1.01)  0.109
H (5.25, -4.63, 2.44)  0.073
H (1.45, 0.47, 3.11)  0.022
H (-3.73, -4.42, 0.37)  0.080
H (-1.18, -0.72, -6.12)  0.106
H (5.72, 3.96, -0.02)  0.096
H (0.56, 3.74, 1.16)  0.087
H (0.13, -0.04, 6.47)  0.095
H (-3.74, 3.81, 0.01)  0.091
H (-5.73, 0.11, -5.44)  0.071
H (-0.20, 4.82, -3.89)  0.080
H (0.26, -3.27, 1.40)  0.069
H (-0.80, 1.81, 7.81)  0.088
H (-1.45, -5.01, 1.17)  0.082
H (-0.18, 5.79, 2.41)  0.095
H (3.81, -5.63, 2.75)  0.076
H (2.48, -6.26, 0.39)  0.105
H (0.00, -4.52, -1.24)  0.075
H (5.71, 2.57, 1.98)  0.103
H (-4.89, -0.26, 0.66)  0.093
H (-0.83, 2.99, -5.51)  0.095
H (1.05, -4.85, -2.58)  0.080
H (-4.29, -2.07, -0.05)  0.078
H (5.64, 1.16, 0.91)  0.090
H (-3.62, -0.36, -6.53)  0.099
H (-1.39, 3.02, -0.10)  0.086
H (-1.06, 4.07, 6.84)  0.090
H (0.69, 4.06, -1.65)  0.096
H (-5.54, 2.10, 0.39)  0.092
H (1.20, -0.71, 4.34)  0.102
H (-2.01, -1.71, -2.06)  0.105
H (1.90, -2.67, -1.63)  0.102
H (5.02, -6.19, 1.60)  0.074
H (0.82, -6.11, -1.34)  0.078

The following is a DFT calculation (ωB97M-V/def2-TZVPD) of a structure of composition C57H46I2NNaO6P4S2 at a distorted geometry.

Properties
Molecular weight ... 1305.8 g/mol
Largest force on an atom ... 1.297 eV Å⁻¹
E_HOMO ... -2.0988 eV
Net charge ... -2

Last column: Löwdin charge in e.
Geometry (Å):
I (5.97, 2.28, -2.13)  -0.401
I (2.90, 2.80, -2.32)  0.354
S (0.42, 3.29, -2.44)  0.172
S (-0.72, -1.91, -0.52)  0.716
P (-0.13, -1.30, 4.94)  1.041
P (-0.40, -1.28, -2.51)  0.648
P (0.67, 0.02, 2.08)  1.094
P (-0.10, 1.51, -3.46)  0.512
Na (0.70, 1.00, -0.66)  -0.106
O (1.05, -1.90, -0.52)  -0.708
O (1.59, -3.20, -0.33)  -0.372
O (-3.87, 6.39, 1.85)  0.018
O (-1.38, 1.17, -0.23)  -0.081
O (-2.24, 7.79, 1.97)  0.023
O (0.91, 2.63, 0.59)  -0.147
N (-2.68, 6.67, 1.75)  -0.378
C (2.40, -0.56, 1.95)  -0.354
C (0.73, 3.55, 5.13)  -0.103
C (-2.12, -1.40, -3.17)  -0.315
C (0.51, 0.06, -2.89)  -0.499
C (-3.20, -0.98, -2.39)  -0.101
C (1.69, -3.62, -5.12)  -0.094
C (-3.81, 1.58, -5.24)  -0.089
C (0.63, 1.79, -5.13)  -0.350
C (-1.88, 1.84, -3.80)  -0.326
C (-2.97, -4.35, 4.79)  -0.094
C (-2.22, 4.37, 1.09)  0.024
C (4.16, -2.92, 5.57)  -0.098
C (-2.66, 2.63, -2.96)  -0.106
C (3.18, -3.80, 5.13)  -0.092
C (-1.19, -2.78, 5.30)  -0.384
C (0.29, -4.03, -2.75)  -0.095
C (2.53, -1.15, 5.66)  -0.106
C (-2.15, -3.29, 4.43)  -0.091
C (-1.35, 3.35, 0.76)  -0.129
C (2.36, 1.28, -6.73)  -0.079
C (5.04, -1.29, 1.40)  -0.085
C (-1.74, 5.62, 1.40)  -0.174
C (-2.48, 1.32, -4.95)  -0.105
C (1.77, 1.08, -5.49)  -0.115
C (1.10, -2.55, -4.46)  -0.088
C (1.59, -4.90, -4.59)  -0.108
C (-4.75, -1.74, -4.08)  -0.110
C (-4.58, 2.36, -4.38)  -0.100
C (-2.37, -1.98, -4.41)  -0.085
C (4.62, 0.01, 1.14)  -0.079
C (-3.68, -2.15, -4.86)  -0.096
C (0.70, 2.93, -7.27)  -0.096
C (0.38, -2.75, -3.28)  -0.313
C (-1.09, -3.38, 6.57)  -0.120
C (3.84, -1.59, 5.83)  -0.083
C (1.82, 2.20, -7.63)  -0.106
C (-0.25, -1.24, 3.11)  -0.526
C (2.82, -1.86, 2.15)  -0.109
C (3.31, 0.37, 1.42)  -0.112
C (-0.41, 1.94, 3.77)  -0.138
C (0.89, -5.10, -3.41)  -0.085
C (-2.85, -4.93, 6.04)  -0.112
C (-0.45, 3.01, 4.65)  -0.090
C (-0.36, 5.89, 1.36)  -0.008
C (1.97, 1.93, 3.84)  -0.093
C (0.10, 3.55, 0.78)  -0.409
C (-4.00, 2.88, -3.24)  -0.078
C (0.80, 1.38, 3.34)  -0.370
C (-4.51, -1.14, -2.85)  -0.087
C (1.88, -3.35, 4.95)  -0.110
C (1.94, 3.01, 4.72)  -0.089
C (1.54, -2.02, 5.20)  -0.392
C (-1.90, -4.44, 6.93)  -0.103
C (-1.96, 2.11, 0.29)  -0.225
C (0.11, 2.73, -6.02)  -0.100
C (0.53, 4.90, 1.06)  0.015
C (4.14, -2.22, 1.89)  -0.082
H (2.07, -5.74, -5.09)  0.089
H (-1.30, -1.03, 2.89)  0.028
H (0.82, -6.09, -2.97)  0.096
H (-5.76, -1.87, -4.43)  0.092
H (-3.01, -0.52, -1.43)  0.083
H (2.12, -2.62, 2.47)  0.083
H (-0.36, -3.01, 7.27)  0.102
H (2.18, 0.37, -4.78)  0.082
H (-0.02, 6.90, 1.57)  0.110
H (-3.86, -2.62, -5.82)  0.095
H (-1.80, -4.89, 7.91)  0.094
H (-3.49, -5.77, 6.32)  0.091
H (1.59, 5.09, 1.03)  0.118
H (-3.29, 4.19, 1.10)  0.121
H (3.43, -4.83, 4.91)  0.100
H (2.87, 3.43, 5.08)  0.096
H (2.25, -3.45, -6.03)  0.092
H (-3.70, -4.72, 4.08)  0.098
H (-2.20, 3.09, -2.09)  0.057
H (-2.25, -2.86, 3.44)  0.089
H (0.71, 4.39, 5.81)  0.092
H (1.19, -1.55, -4.85)  0.075
H (0.28, 3.65, -7.95)  0.093
H (-0.23, -4.19, -1.82)  0.067
H (-1.41, 3.42, 4.94)  0.099
H (2.93, 1.53, 3.53)  0.094
H (-3.07, 2.08, 0.38)  0.130
H (4.60, -0.90, 6.16)  0.099
H (-5.62, 2.56, -4.61)  0.094
H (5.29, 0.73, 0.70)  0.051
H (-4.58, 3.50, -2.56)  0.100
H (2.99, 1.39, 1.19)  0.095
H (-1.35, 1.53, 3.39)  0.102
H (-5.33, -0.80, -2.24)  0.099
H (3.27, 0.74, -6.99)  0.101
H (1.12, -4.04, 4.58)  0.112
H (-0.74, 3.33, -5.73)  0.105
H (2.28, 2.35, -8.60)  0.091
H (2.28, -0.11, 5.85)  0.090
H (-1.90, 0.72, -5.63)  0.112
H (-4.26, 1.17, -6.14)  0.100
H (5.18, -3.26, 5.69)  0.096
H (6.06, -1.59, 1.17)  0.094
H (-1.55, -2.32, -5.02)  0.103
H (-0.02, -2.22, 2.67)  0.050
H (4.45, -3.25, 2.04)  0.102

The following is a DFT calculation (ωB97M-V/def2-TZVPD) of a cluster of 2 separate species, C4H10S in total at a distorted geometry.

Properties
Molecular weight ... 90.2 g/mol
Largest force on an atom ... 1.522 eV Å⁻¹
E_HOMO ... -9.0535 eV

Last column: Löwdin charge in e.
Geometry (Å):
S (0.38, 4.45, -3.81)  0.628
C (-0.67, 4.46, -2.40)  -0.554
C (-0.73, -3.10, 1.09)  -0.119
C (0.37, -3.49, 2.05)  -0.249
C (1.33, -2.72, 2.52)  -0.025
H (-1.13, 5.43, -2.22)  0.026
H (-0.51, -2.15, 0.60)  0.068
H (-0.76, -3.81, 0.27)  0.067
H (1.46, -1.65, 2.36)  0.053
H (-0.21, 4.07, -1.49)  0.027
H (-1.66, -3.06, 1.66)  0.071
H (0.24, -4.54, 2.33)  0.090
H (2.12, -3.10, 3.16)  0.044
H (1.23, 5.46, -3.55)  -0.154
H (-1.47, 3.74, -2.56)  0.027

The following is a DFT calculation (ωB97M-V/def2-TZVPD) of an isolated molecule of C3H6BNO2 at a distorted geometry.

Properties
Molecular weight ... 98.9 g/mol
Largest force on an atom ... 6.057 eV Å⁻¹
E_HOMO ... -10.5939 eV

Last column: Löwdin charge in e.
Geometry (Å):
O (1.39, 0.60, -1.02)  0.203
O (0.43, -1.34, -2.01)  0.202
N (-3.03, -0.75, -1.13)  0.166
C (-0.82, -0.10, 1.30)  -0.029
C (-2.07, -0.30, -0.68)  -0.300
C (-0.87, 0.30, -0.25)  -0.233
B (0.39, -0.24, -1.21)  -0.650
H (-1.64, 0.35, 1.68)  0.031
H (-0.69, -1.22, 1.29)  0.116
H (0.12, 0.40, 1.64)  0.088
H (1.27, -1.76, -2.09)  0.097
H (2.19, 0.57, -1.54)  0.118
H (-0.85, 1.50, -0.40)  0.190

Which E belongs to each record? In order, -3363.9946, -5625.3176, -556.5396, -348.0661 a.u..